Molecular formula: C27H56Br14F3OP
Method: DFT, wB97M-V/def2-TZVPD

SMILES   COCCCCCCCCC[PH3]CCC(F)(F)F.BrCCBr.BrCCBr.BrCCBr.BrCCBr.BrCCBr.BrCCBr.BrCCBr
LUMO level   0.0112 hartree
Orbital gap   8.6 eV
Highest occupied orbital energy   -0.304 hartree

Element x y z (Å)
C (1.7726, -3.9497, 2.0147)
O (1.4786, -2.5850, 2.3091)
C (1.5464, -1.8444, 1.0801)
C (0.5837, -2.3397, -0.0058)
C (0.5458, -1.3812, -1.2001)
C (1.8233, -1.4608, -2.0542)
C (2.8596, -0.3524, -1.8059)
C (4.2382, -0.8394, -2.2934)
C (5.0005, -1.6415, -1.2212)
C (6.1547, -2.4599, -1.8474)
C (6.0736, -3.9752, -1.6351)
P (4.4560, -4.7532, -2.2132)
C (2.8062, -5.4884, -2.9169)
C (2.3521, -4.6562, -4.1208)
C (0.9497, -4.9649, -4.5726)
F (0.6482, -6.2611, -4.5347)
F (0.0207, -4.2791, -3.8997)
F (0.7939, -4.5910, -5.8707)
H (0.8527, -4.5291, 1.8963)
H (2.3855, -4.0532, 1.1156)
H (2.3330, -4.3528, 2.8597)
H (1.2956, -0.8172, 1.3142)
H (2.5700, -1.8134, 0.6883)
H (0.8495, -3.3347, -0.3713)
H (-0.4176, -2.4178, 0.4133)
H (0.3103, -0.3567, -0.9020)
H (-0.2790, -1.7145, -1.8374)
H (1.6188, -1.4686, -3.1268)
H (2.3268, -2.4039, -1.8078)
H (2.9046, -0.0413, -0.7597)
H (2.6313, 0.5302, -2.4107)
H (4.8627, -0.0081, -2.6272)
H (4.0811, -1.5074, -3.1477)
H (4.3237, -2.2372, -0.6082)
H (5.4368, -0.8889, -0.5569)
H (6.2225, -2.2409, -2.9158)
H (7.0863, -2.1212, -1.3845)
H (6.2931, -4.2747, -0.6034)
H (6.8549, -4.4357, -2.2561)
H (5.0170, -6.0568, -2.1104)
H (3.7470, -4.2152, -1.1001)
H (4.6298, -4.0727, -3.4671)
H (3.0019, -6.5203, -3.2196)
H (2.0353, -5.5325, -2.1405)
H (2.4142, -3.5951, -3.8741)
H (3.0123, -4.9005, -4.9535)
Br (7.3037, -2.0378, -5.0752)
C (6.8367, -0.9044, -6.5882)
C (5.8361, 0.1515, -6.2051)
Br (4.0487, -0.5903, -6.0135)
H (6.4716, -1.5620, -7.3701)
H (7.7711, -0.4470, -6.9057)
H (5.7566, 0.8993, -6.9909)
H (6.0761, 0.6381, -5.2650)
Br (-0.1810, -1.9494, -7.9103)
C (-1.2676, -3.5598, -7.8299)
C (-1.8930, -3.8785, -9.1607)
Br (-3.4012, -2.7130, -9.5518)
H (-2.0019, -3.4039, -7.0466)
H (-0.5841, -4.3510, -7.5320)
H (-2.3031, -4.8858, -9.1539)
H (-1.1957, -3.7755, -9.9855)
Br (-3.9037, -1.8394, 4.1579)
C (-2.3133, -0.9557, 4.8512)
C (-1.6508, -0.1046, 3.8023)
Br (-0.6501, -1.1861, 2.5214)
H (-1.6600, -1.7334, 5.2332)
H (-2.6680, -0.3434, 5.6784)
H (-0.9107, 0.5507, 4.2583)
H (-2.3604, 0.4943, 3.2378)
Br (-2.7750, 4.1003, 3.9123)
C (-3.9822, 2.9442, 4.9016)
C (-5.2102, 2.5965, 4.1070)
Br (-6.4545, 4.0937, 4.0566)
H (-4.2136, 3.4575, 5.8289)
H (-3.4033, 2.0480, 5.1188)
H (-5.7543, 1.7833, 4.5827)
H (-4.9897, 2.3295, 3.0785)
Br (1.0326, 7.6746, 3.2715)
C (-0.2854, 7.2896, 4.6493)
C (0.3207, 6.5531, 5.8131)
Br (0.6353, 4.6805, 5.3957)
H (-1.0851, 6.7308, 4.1732)
H (-0.6597, 8.2598, 4.9687)
H (-0.3707, 6.5479, 6.6536)
H (1.2719, 6.9694, 6.1275)
Br (-3.8585, 6.8922, 6.3718)
C (-5.1936, 6.6062, 7.7584)
C (-4.6288, 5.8862, 8.9535)
Br (-4.3878, 3.9840, 8.6289)
H (-6.0169, 6.0748, 7.2907)
H (-5.5217, 7.6022, 8.0474)
H (-5.3219, 5.9441, 9.7897)
H (-3.6617, 6.2740, 9.2558)
Br (-12.1012, 6.0033, 1.4860)
C (-10.1907, 6.2576, 1.2241)
C (-9.3812, 5.5132, 2.2510)
Br (-9.4070, 6.4097, 3.9777)
H (-10.0105, 7.3272, 1.2446)
H (-9.9831, 5.8723, 0.2285)
H (-8.3336, 5.4824, 1.9598)
H (-9.7386, 4.5025, 2.4181)